Computed, not measured: 13 unconnected molecules or ions with the total composition C42H118N8O13 in a non-equilibrium geometry, with the ωB97M-V functional and the def2-TZVPD basis.

Each atom is followed by the atoms it is bonded to, with distances in Å.
Geometry (Å):
1 C 2.21 3.78 -4.87  C2 1.572, H7 1.090, H8 1.090, H9 1.090
2 C 3.00 2.52 -4.35  C1 1.572, C3 1.537, N6 1.451, H10 1.090
3 C 3.21 1.50 -5.48  C2 1.537, O4 1.434, H11 1.090, H12 1.090
4 O 4.03 1.94 -6.57  C3 1.434, C5 1.412
5 C 4.29 1.08 -7.66  O4 1.412, H13 1.090, H14 1.090, H15 1.090
6 N 4.24 2.98 -3.76  C2 1.451, H16 1.010, H17 1.010
7 H 2.69 4.07 -5.81  C1 1.090
8 H 2.29 4.57 -4.12  C1 1.090
9 H 1.15 3.60 -5.04  C1 1.090
10 H 2.44 1.97 -3.59  C2 1.090
11 H 2.23 1.23 -5.86  C3 1.090
12 H 3.74 0.65 -5.03  C3 1.090
13 H 5.01 1.48 -8.37  C5 1.090
14 H 3.38 0.96 -8.24  C5 1.090
15 H 4.63 0.08 -7.39  C5 1.090
16 H 4.86 2.18 -3.80  N6 1.010
17 H 4.55 3.62 -4.47  N6 1.010
18 C -5.67 -5.85 4.47  C19 1.530, H24 1.090, H25 1.090, H26 1.090
19 C -4.67 -5.61 3.34  C18 1.530, C20 1.522, N23 1.480, H27 1.090
20 C -3.32 -6.31 3.40  C19 1.522, O21 1.437, H28 1.090, H29 1.090
21 O -2.62 -6.40 2.14  C20 1.437, C22 1.475
22 C -1.90 -5.16 1.81  O21 1.475, H30 1.090, H31 1.090, H32 1.090
23 N -5.37 -6.01 2.09  C19 1.480, H33 1.010, H34 1.010
24 H -5.31 -5.48 5.43  C18 1.090
25 H -5.99 -6.89 4.60  C18 1.090
26 H -6.58 -5.27 4.28  C18 1.090
27 H -4.55 -4.53 3.26  C19 1.090
28 H -3.40 -7.33 3.78  C20 1.090
29 H -2.69 -5.85 4.16  C20 1.090
30 H -1.09 -4.99 2.51  C22 1.090
31 H -2.52 -4.26 1.85  C22 1.090
32 H -1.61 -5.10 0.76  C22 1.090
33 H -4.66 -6.12 1.39  N23 1.010
34 H -5.58 -6.99 2.09  N23 1.010
35 C -4.33 -1.63 5.14  C36 1.534, H41 1.090, H42 1.090, H43 1.090
36 C -3.10 -1.46 4.25  C35 1.534, C37 1.557, N40 1.445, H44 1.090
37 C -2.22 -0.23 4.64  C36 1.557, O38 1.401, H45 1.090, H46 1.090
38 O -0.96 -0.21 4.02  C37 1.401, C39 1.429
39 C -0.06 0.76 4.54  O38 1.429, H47 1.090, H48 1.090, H49 1.090
40 N -2.33 -2.69 4.17  C36 1.445, H50 1.010, H51 1.010
41 H -4.18 -1.56 6.22  C35 1.090
42 H -4.63 -2.68 5.08  C35 1.090
43 H -5.20 -1.07 4.78  C35 1.090
44 H -3.38 -1.21 3.22  C36 1.090
45 H -2.24 -0.17 5.73  C37 1.090
46 H -2.69 0.70 4.33  C37 1.090
47 H 0.90 0.83 4.04  C39 1.090
48 H 0.12 0.69 5.61  C39 1.090
49 H -0.61 1.69 4.38  C39 1.090
50 H -1.51 -2.45 3.64  N40 1.010
51 H -1.82 -2.72 5.04  N40 1.010
52 C 1.42 3.48 6.98  C53 1.543, H58 1.090, H59 1.090, H60 1.090
53 C 2.24 4.49 6.15  C52 1.543, C54 1.524, N57 1.424, H61 1.090
54 C 2.20 4.18 4.66  C53 1.524, O55 1.434, H62 1.090, H63 1.090
55 O 2.75 2.88 4.41  C54 1.434, C56 1.412
56 C 2.64 2.44 3.07  O55 1.412, H64 1.090, H65 1.090, H66 1.090
57 N 1.76 5.81 6.38  C53 1.424, H67 1.010, H68 1.010
58 H 1.91 2.52 7.08  C52 1.090
59 H 0.37 3.45 6.69  C52 1.090
60 H 1.47 3.80 8.03  C52 1.090
61 H 3.27 4.52 6.50  C53 1.090
62 H 2.56 4.93 3.95  C54 1.090
63 H 1.16 3.95 4.46  C54 1.090
64 H 1.64 2.40 2.63  C56 1.090
65 H 2.91 1.39 3.02  C56 1.090
66 H 3.31 2.96 2.38  C56 1.090
67 H 2.43 6.43 5.94  N57 1.010
68 H 0.92 6.01 5.86  N57 1.010
69 C 3.85 -2.74 0.84  C70 1.557, H75 1.090, H76 1.090, H77 1.090
70 C 2.61 -2.99 1.74  C69 1.557, C71 1.491, N74 1.448, H78 1.090
71 C 2.40 -1.89 2.72  C70 1.491, O72 1.415, H79 1.090, H80 1.090
72 O 3.27 -2.24 3.77  C71 1.415, C73 1.414
73 C 3.41 -1.21 4.73  O72 1.414, H81 1.090, H82 1.090, H83 1.090
74 N 1.41 -3.20 0.96  C70 1.448, H84 1.010, H85 1.010
75 H 4.83 -2.51 1.26  C69 1.090
76 H 3.58 -1.90 0.19  C69 1.090
77 H 4.14 -3.50 0.11  C69 1.090
78 H 2.71 -3.89 2.36  C70 1.090
79 H 1.42 -1.92 3.20  C71 1.090
80 H 2.72 -0.91 2.35  C71 1.090
81 H 3.97 -0.39 4.28  C73 1.090
82 H 3.93 -1.63 5.58  C73 1.090
83 H 2.41 -0.85 5.00  C73 1.090
84 H 0.72 -3.67 1.53  N74 1.010
85 H 0.98 -2.35 0.64  N74 1.010
86 C -0.29 2.41 -1.85  C87 1.563, H92 1.090, H93 1.090, H94 1.090
87 C -0.51 1.34 -0.73  C86 1.563, C88 1.558, N91 1.438, H95 1.090
88 C -0.04 -0.11 -1.06  C87 1.558, O89 1.421, H96 1.090, H97 1.090
89 O 0.04 -0.90 0.11  C88 1.421, C90 1.483
90 C -1.25 -1.10 0.81  O89 1.483, H98 1.090, H99 1.090, H100 1.090
91 N 0.26 1.88 0.35  C87 1.438, H101 1.010, H102 1.010
92 H -0.62 3.40 -1.55  C86 1.090
93 H -0.84 2.12 -2.75  C86 1.090
94 H 0.73 2.52 -2.22  C86 1.090
95 H -1.53 1.23 -0.36  C87 1.090
96 H 0.99 -0.01 -1.42  C88 1.090
97 H -0.57 -0.59 -1.88  C88 1.090
98 H -1.56 -0.20 1.34  C90 1.090
99 H -1.10 -1.78 1.65  C90 1.090
100 H -2.00 -1.50 0.12  C90 1.090
101 H 1.23 1.86 0.06  N91 1.010
102 H 0.15 1.19 1.09  N91 1.010
103 C 4.22 0.57 -1.09  C104 1.515, H109 1.090, H110 1.090, H111 1.090
104 C 4.14 1.95 -0.45  C103 1.515, C105 1.525, N108 1.426, H112 1.090
105 C 5.46 2.66 -0.15  C104 1.525, O106 1.440, H113 1.090, H114 1.090
106 O 6.09 2.04 0.98  C105 1.440, C107 1.385
107 C 7.40 2.42 1.22  O106 1.385, H115 1.090, H116 1.090, H117 1.090
108 N 3.14 2.72 -1.11  C104 1.426, H118 1.010, H119 1.010
109 H 4.61 0.65 -2.10  C103 1.090
110 H 3.29 0.01 -1.12  C103 1.090
111 H 4.95 0.05 -0.47  C103 1.090
112 H 3.69 1.73 0.52  C104 1.090
113 H 5.23 3.69 0.11  C105 1.090
114 H 5.93 2.63 -1.14  C105 1.090
115 H 7.44 3.47 1.49  C107 1.090
116 H 8.06 2.26 0.37  C107 1.090
117 H 7.77 1.87 2.09  C107 1.090
118 H 3.51 2.86 -2.04  N108 1.010
119 H 3.09 3.66 -0.75  N108 1.010
120 C -6.38 -2.32 -3.86  C121 1.549, H126 1.090, H127 1.090, H128 1.090
121 C -4.97 -1.68 -3.69  C120 1.549, C122 1.560, N125 1.464, H129 1.090
122 C -4.64 -1.40 -2.19  C121 1.560, O123 1.393, H130 1.090, H131 1.090
123 O -3.58 -0.50 -2.05  C122 1.393, C124 1.430
124 C -3.89 0.84 -2.44  O123 1.430, H132 1.090, H133 1.090, H134 1.090
125 N -4.03 -2.44 -4.51  C121 1.464, H135 1.010, H136 1.010
126 H -6.41 -2.95 -4.75  C120 1.090
127 H -7.20 -1.61 -3.86  C120 1.090
128 H -6.48 -3.04 -3.05  C120 1.090
129 H -5.08 -0.71 -4.18  C121 1.090
130 H -4.31 -2.33 -1.73  C122 1.090
131 H -5.49 -1.05 -1.61  C122 1.090
132 H -3.85 0.94 -3.52  C124 1.090
133 H -3.08 1.46 -2.09  C124 1.090
134 H -4.88 1.14 -2.09  C124 1.090
135 H -3.87 -3.30 -4.00  N125 1.010
136 H -3.11 -2.04 -4.63  N125 1.010
137 C 1.83 -1.87 -3.81  C138 1.573, H140 1.090, H141 1.090, H142 1.090
138 C 3.27 -2.24 -3.31  C137 1.573, O139 1.383, H143 1.090, H144 1.090
139 O 3.53 -3.58 -3.52  C138 1.383, H145 0.960
140 H 1.60 -0.84 -3.53  C137 1.090
141 H 1.02 -2.40 -3.29  C137 1.090
142 H 1.75 -1.95 -4.89  C137 1.090
143 H 3.40 -2.03 -2.25  C138 1.090
144 H 4.03 -1.69 -3.87  C138 1.090
145 H 3.15 -4.06 -2.78  O139 0.960
146 C 1.33 5.90 -1.10  C147 1.484, H149 1.090, H150 1.090, H151 1.090
147 C 0.70 5.68 0.23  C146 1.484, O148 1.465, H152 1.090, H153 1.090
148 O 0.36 6.91 0.94  C147 1.465, H154 0.960
149 H 1.59 4.96 -1.59  C146 1.090
150 H 2.24 6.49 -1.14  C146 1.090
151 H 0.71 6.43 -1.82  C146 1.090
152 H 1.25 5.01 0.89  C147 1.090
153 H -0.23 5.16 0.00  C147 1.090
154 H -0.30 7.30 0.36  O148 0.960
155 C -1.48 -3.67 -2.52  C156 1.479, H158 1.090, H159 1.090, H160 1.090
156 C -2.10 -5.02 -2.54  C155 1.479, O157 1.394, H161 1.090, H162 1.090
157 O -3.43 -4.81 -2.88  C156 1.394, H163 0.960
158 H -0.59 -3.81 -1.91  C155 1.090
159 H -2.13 -2.99 -1.97  C155 1.090
160 H -1.18 -3.29 -3.49  C155 1.090
161 H -2.13 -5.42 -1.53  C156 1.090
162 H -1.57 -5.72 -3.18  C156 1.090
163 H -3.86 -5.63 -3.17  O157 0.960
164 C -3.67 1.60 1.31  C165 1.541, H167 1.090, H168 1.090, H169 1.090
165 C -4.82 2.00 2.26  C164 1.541, O166 1.421, H170 1.090, H171 1.090
166 O -5.93 2.02 1.38  C165 1.421, H172 0.960
167 H -3.95 0.62 0.95  C164 1.090
168 H -2.67 1.55 1.74  C164 1.090
169 H -3.54 2.22 0.42  C164 1.090
170 H -4.65 2.96 2.75  C165 1.090
171 H -4.96 1.19 2.97  C165 1.090
172 H -6.73 2.14 1.90  O166 0.960
173 C -0.76 0.50 -5.56  C174 1.506, H176 1.090, H177 1.090, H178 1.090
174 C -0.90 1.23 -6.86  C173 1.506, O175 1.395, H179 1.090, H180 1.090
175 O -0.87 2.62 -6.68  C174 1.395, H181 0.960
176 H -1.53 0.76 -4.83  C173 1.090
177 H 0.13 0.80 -4.99  C173 1.090
178 H -0.78 -0.58 -5.70  C173 1.090
179 H -1.85 1.03 -7.37  C174 1.090
180 H -0.07 1.01 -7.53  C174 1.090
181 H -0.58 3.00 -7.51  O175 0.960

relative energy (zero: lowest compared OMol25 entry of this formula, charge and spin): 80.0 kcal per mole
2S+1: 1
molecular weight: 943.45 g/mol
charge: 0
frontier orbital gap: 9.24 eV
HOMO level: -8.723 eV